1.
The following is a quantum chemistry calculation of 4 unconnected molecules or ions with the total composition C23H65FN10O7P4S2, from the Open Molecules 2025 dataset.

Geometry as XYZ:
```
112
Properties=species:S:1:pos:R:3:forces:R:3
C 3.16355 1.77564 1.02373 -0.127 0.026 0.104
C 2.00642 1.83021 0.37802 0.204 -0.104 0.282
C 1.15563 0.63741 -0.03947 0.687 0.906 -0.772
C 0.71782 -0.26071 1.10295 -0.753 0.149 -0.328
O 1.76349 -0.63306 2.00620 -0.331 -0.355 -0.464
C 1.89550 -2.00838 2.19187 1.814 0.938 -0.308
P 3.27977 -2.63869 1.06967 0.600 -1.608 0.215
S 4.31196 -4.12494 1.75387 -0.048 0.061 -0.031
S 2.45150 -2.19694 3.93409 -2.880 -0.256 1.958
O 1.67037 -1.30932 4.72806 0.381 1.079 -0.678
O 2.32643 -3.53420 4.38283 1.273 -0.779 -0.912
F 3.91389 -1.66594 3.95264 -0.023 -0.233 -0.467
N 1.74469 -0.14689 -1.13133 -0.926 -0.834 0.099
O 2.57339 0.66764 -1.94528 0.273 0.181 0.132
H 3.57228 2.67356 1.47086 0.300 0.053 -0.423
H 3.72438 0.86067 1.16874 -0.233 -0.063 0.312
H 1.65376 2.81420 0.08693 -0.392 -0.064 0.346
H 0.23514 1.05903 -0.45858 -0.092 -0.092 0.160
H 0.22561 -1.13259 0.65143 0.238 -0.140 0.083
H -0.06708 0.25214 1.66184 0.206 0.100 0.174
H 0.97490 -2.58073 2.06326 0.069 -0.170 0.303
H 2.65684 -3.02513 -0.14006 -0.245 0.656 0.066
H 4.09199 -1.52527 0.76891 -0.619 0.271 0.015
H 2.22964 -0.96174 -0.77633 0.525 0.303 -0.026
H 3.25130 0.09120 -2.31006 -0.055 -0.086 -0.074
C -2.39303 -2.08476 -5.39368 0.212 -0.396 -0.488
N -1.44535 -2.05432 -4.30710 -0.648 0.478 0.410
C -0.64009 -0.83842 -4.36389 0.412 -0.065 0.347
P -0.61663 -3.37767 -3.59149 -7.013 0.106 -0.995
O -0.73429 -2.84640 -2.17352 3.912 -0.363 -0.107
N -1.60003 -4.80262 -3.36283 -0.275 -0.405 -0.278
C -3.04960 -4.67905 -3.31233 -0.153 0.282 -0.189
C -1.13911 -5.61090 -2.23602 0.295 0.112 0.018
N -0.06862 -3.95141 -5.20150 3.480 0.289 0.984
C -0.80598 -4.93793 -5.96624 -0.531 -0.442 0.301
C 1.35863 -4.32549 -5.19159 0.039 0.240 0.029
H -1.91632 -2.21600 -6.37861 -0.041 0.009 -0.025
H -2.94291 -1.14079 -5.42054 0.168 0.101 0.079
H -3.14889 -2.85705 -5.26665 0.125 -0.095 0.015
H 0.06869 -0.86517 -5.20602 -0.077 0.119 -0.073
H -0.06576 -0.70893 -3.44261 -0.029 -0.099 0.006
H -1.26912 0.04666 -4.46921 -0.084 -0.073 -0.149
H -3.38910 -3.85205 -2.67670 -0.040 -0.013 0.010
H -3.49434 -5.60259 -2.93748 0.193 -0.035 0.127
H -3.46873 -4.55422 -4.31219 0.030 0.123 0.022
H -1.46741 -5.20664 -1.27203 0.068 0.013 0.023
H -0.04696 -5.66502 -2.21805 -0.014 0.010 0.018
H -1.51105 -6.63327 -2.33235 -0.061 0.034 -0.091
H -0.77799 -5.93928 -5.52597 -0.030 0.008 0.004
H -0.36051 -4.99351 -6.96392 0.177 0.217 0.079
H -1.84479 -4.65080 -6.11115 -0.019 0.016 0.178
H 1.53637 -5.25289 -4.63128 0.085 -0.060 -0.118
H 1.95125 -3.53157 -4.72585 -0.036 -0.018 0.009
H 1.73646 -4.45510 -6.20697 -0.086 -0.016 -0.021
C -2.82353 5.61439 -7.44241 -0.677 0.120 0.032
N -2.44442 4.22472 -7.34806 0.690 0.075 0.095
C -2.12072 3.68854 -8.66215 -0.031 -0.492 0.029
P -3.06359 3.04807 -6.27074 1.712 5.602 2.783
O -1.78947 2.28840 -5.99280 -1.927 -2.638 -1.771
N -3.29357 3.65987 -4.64966 -0.171 0.620 0.212
C -2.55410 4.83235 -4.20459 0.073 0.221 -0.226
C -3.18179 2.60265 -3.64652 -0.057 -0.255 -0.203
N -4.77048 3.35746 -6.67997 -0.092 -3.250 -1.138
C -5.59488 4.28196 -5.92650 0.144 0.328 0.562
C -5.51734 2.10062 -6.88216 0.162 -0.042 -0.230
H -3.78884 5.76331 -7.95162 0.007 0.024 0.013
H -2.06623 6.15975 -8.00993 0.053 -0.170 -0.083
H -2.86308 6.10184 -6.47208 -0.103 -0.127 0.005
H -3.02036 3.57566 -9.28687 0.053 0.095 -0.077
H -1.64617 2.70968 -8.57203 -0.024 0.019 0.083
H -1.41350 4.33613 -9.18238 -0.049 0.110 0.077
H -1.48992 4.79642 -4.46923 0.021 0.032 0.037
H -2.63255 4.93973 -3.12131 -0.008 -0.224 0.017
H -2.98983 5.74867 -4.60642 0.071 -0.033 -0.057
H -2.13959 2.34957 -3.42203 -0.008 -0.071 -0.022
H -3.67812 1.68950 -3.98671 0.035 0.001 0.008
H -3.67441 2.91245 -2.72202 -0.022 0.112 -0.050
H -5.83123 3.93003 -4.91816 0.035 0.022 0.007
H -6.53574 4.41552 -6.46867 0.103 -0.161 -0.197
H -5.14180 5.26841 -5.85325 0.151 -0.078 0.074
H -5.68178 1.56527 -5.93797 -0.144 -0.009 -0.029
H -4.96300 1.43718 -7.55300 0.004 0.015 0.044
H -6.48578 2.29145 -7.34703 0.012 0.086 0.034
C 3.48740 1.12492 11.63828 -0.295 -0.599 0.141
N 2.93200 1.81935 10.50200 0.508 0.483 -0.066
C 2.04906 2.89132 10.93488 -0.291 0.105 -0.377
P 2.49561 1.15170 8.98455 5.852 -1.704 2.030
O 2.92634 2.29333 8.09669 -3.648 0.104 -0.492
N 3.64651 -0.01948 8.39408 0.443 -0.442 0.371
C 5.01647 -0.00459 8.88318 0.030 0.104 0.310
C 3.64487 -0.09187 6.93377 -0.233 0.219 -0.021
N 1.47693 -0.13470 9.67956 -2.649 1.516 -1.602
C 1.98677 -1.46218 9.96147 0.602 -0.268 -0.162
C 0.19083 -0.25460 8.96457 -0.072 0.236 0.073
H 2.73707 0.54020 12.19431 0.029 -0.011 0.010
H 3.91801 1.85005 12.33289 -0.118 0.135 -0.075
H 4.30743 0.46679 11.36342 -0.133 -0.050 -0.088
H 1.11450 2.49839 11.36547 0.042 0.054 0.115
H 1.78899 3.53796 10.09493 0.043 -0.068 -0.039
H 2.53851 3.52130 11.67948 0.079 -0.112 0.039
H 5.45408 1.00168 8.90953 0.056 -0.012 -0.001
H 5.64829 -0.63468 8.25467 -0.128 0.055 -0.177
H 5.08492 -0.44809 9.87860 -0.008 0.101 0.006
H 4.22155 0.72411 6.48308 -0.055 0.020 -0.048
H 2.63163 -0.04085 6.53653 0.014 0.024 0.020
H 4.07100 -1.04214 6.60459 0.026 -0.055 0.168
H 2.21740 -2.03842 9.06087 0.034 0.019 0.007
H 1.22273 -2.00546 10.52592 -0.150 0.231 -0.003
H 2.87218 -1.43520 10.59353 0.080 0.112 -0.122
H 0.31782 -0.68410 7.96264 -0.099 -0.095 0.031
H -0.27018 0.73146 8.85204 0.039 -0.022 -0.016
H -0.51091 -0.87582 9.52376 0.081 -0.031 0.046
```
Positions in Å, forces in eV/Å.

Summary:
2S+1: 1
Structure (SMILES): C=C[C@H](CO[C@@H]([PH2]=S)S(=O)(=O)F)NO.CN(C)P(=O)(N(C)C)N(C)C.CN(C)P(=O)(N(C)C)N(C)C.CN(C)P(=O)(N(C)C)N(C)C
Frontier orbital gap: 7.4 eV
HOMO: -7.98 eV
Largest force on an atom: 0.1378 Eh/bohr
Energy: -115671.83528 eV



2.
The following is a quantum chemistry calculation of a molecular structure, C2H2FI3O, from the Open Molecules 2025 dataset.

Geometry as XYZ:
```
9
Properties=species:S:1:pos:R:3:forces:R:3
C 0.00735 0.83248 -1.20731 0.704 0.012 0.914
C -0.85297 -0.36992 -0.94293 -0.815 1.184 -1.052
O -0.55597 -1.50855 -1.00844 1.353 -0.938 -0.563
F -0.32974 -2.42824 1.18553 -0.013 0.371 -2.030
I -0.36063 2.36674 0.31482 0.346 -0.586 -0.710
I 2.06632 0.24214 -1.40374 -0.349 0.249 0.118
I -2.89331 -0.02178 -0.93797 -1.222 0.473 0.187
H -0.28083 1.20700 -2.17899 -0.173 0.368 -0.041
H -0.36643 -2.19378 0.19620 0.168 -1.132 3.176
```
Positions in Å, forces in eV/Å.

Summary:
2S+1: 1
Frontier orbital gap: 8.5 eV
HOMO: -9.77 eV
Largest force on an atom: 0.0657 Eh/bohr
Energy: -31172.34539 eV
Energy relative to the best compared isomer or geometry (same formula, charge and spin): 59.7 kJ/mol



3.
The following is a quantum chemistry calculation of a molecular structure, C34H37BrN8O7Sc, from the Open Molecules 2025 dataset.

Geometry as XYZ:
```
88
Properties=species:S:1:pos:R:3:forces:R:3
Sc -1.37944 -0.48572 -0.07846 -0.125 -0.067 0.335
N -2.37370 -0.62627 4.28956 0.066 -0.003 -0.026
C -1.42298 -0.78137 3.36618 -0.023 -0.006 0.055
N -1.99776 -0.93683 2.18993 0.035 0.141 -0.128
C -3.32939 -0.84012 2.46726 0.054 0.015 0.089
N -3.59936 -0.65200 3.73440 -0.060 -0.038 0.001
C -4.28874 -0.90779 1.36572 -0.032 0.002 -0.071
C -5.66743 -0.98325 1.52191 0.110 -0.010 0.032
N -6.47390 -1.04942 0.47286 -0.064 -0.002 0.000
C -5.91222 -1.04278 -0.72919 0.078 0.002 -0.082
C -4.53544 -0.95920 -0.89863 -0.048 -0.026 0.075
N -3.72528 -0.88807 0.15394 -0.145 -0.055 -0.103
H -2.27009 -0.48676 5.28282 -0.014 0.008 -0.010
H -0.36442 -0.76685 3.57063 0.008 0.007 -0.015
H -6.11140 -0.99083 2.50943 0.001 0.003 0.001
H -6.56940 -1.10150 -1.58744 -0.006 -0.003 0.008
H -4.07624 -0.94835 -1.87921 -0.003 0.013 -0.006
C 5.61523 3.07379 1.90532 0.001 0.008 0.023
C 5.21809 1.65477 2.33490 0.009 0.000 -0.005
C 5.33500 1.53062 3.86007 0.008 0.023 0.013
C 6.19388 0.66785 1.69577 0.010 -0.021 -0.017
C 3.77398 1.38471 1.91559 0.025 -0.016 -0.003
C 3.42218 0.35437 1.05356 -0.016 -0.030 -0.029
C 2.09159 0.18713 0.73274 0.026 0.158 0.124
Br 1.56025 -1.21863 -0.43555 0.037 -0.089 -0.001
C 1.05509 0.99010 1.22000 0.016 -0.092 0.020
O -0.19101 0.70143 0.85024 0.090 0.060 -0.091
C 1.39727 2.04057 2.09164 0.059 -0.055 -0.060
C 2.74787 2.18926 2.40098 -0.026 -0.003 -0.013
C 0.41494 3.03867 2.72343 -0.051 -0.010 0.008
C -1.05129 2.86351 2.31536 -0.019 -0.010 0.024
C 0.82786 4.46269 2.31990 0.007 0.018 0.025
C 0.48326 2.90289 4.25309 0.002 0.019 -0.017
H 6.64518 3.28038 2.20149 0.005 -0.002 -0.001
H 4.97953 3.82899 2.36922 -0.005 0.006 0.000
H 5.54118 3.18889 0.82289 -0.004 -0.006 -0.010
H 6.36093 1.72928 4.17502 0.006 -0.002 -0.002
H 5.06517 0.52656 4.19223 -0.005 -0.009 -0.008
H 4.68759 2.24258 4.37360 -0.006 0.003 0.004
H 7.20906 0.89663 2.02179 -0.003 0.009 0.006
H 6.17756 0.73047 0.60604 -0.004 0.003 -0.007
H 5.97977 -0.36206 1.98826 -0.007 -0.004 0.005
H 4.16190 -0.31104 0.63401 -0.001 -0.005 -0.008
H 3.01927 2.99847 3.06590 0.005 -0.001 0.028
H -1.19491 2.94607 1.24005 0.007 0.006 0.001
H -1.63742 3.64571 2.80215 0.002 0.011 0.001
H -1.45317 1.89946 2.63033 0.001 0.016 -0.005
H 0.77997 4.58609 1.23674 0.000 -0.010 -0.008
H 1.84117 4.70441 2.63958 -0.011 0.009 -0.002
H 0.15262 5.18913 2.77588 -0.004 0.002 0.003
H 0.20194 1.89348 4.56558 -0.009 -0.010 -0.005
H -0.20533 3.60808 4.72249 -0.004 0.004 0.002
H 1.48110 3.10136 4.64209 0.029 0.003 -0.002
O -2.37896 1.39304 -0.62322 0.063 -0.052 -0.051
C -2.30082 2.02829 -1.68074 -0.013 0.014 0.013
C -1.76885 1.54954 -2.92446 -0.034 -0.057 -0.076
C -1.77464 2.42627 -4.02019 0.077 -0.108 -0.054
C -1.33603 1.97583 -5.23618 -0.051 0.037 0.062
C -0.89503 0.66148 -5.41537 0.005 -0.045 0.059
C -0.89347 -0.21238 -4.35670 0.033 0.070 0.031
C -1.32318 0.20669 -3.08124 -0.077 0.103 -0.033
O -1.33426 -0.63134 -2.08342 0.006 0.086 -0.068
N -1.33893 2.89317 -6.38347 0.058 0.026 0.053
O -1.73680 4.02310 -6.19149 -0.033 0.032 -0.008
O -0.93652 2.46104 -7.44196 -0.008 -0.024 -0.046
H -2.69213 3.05464 -1.68854 -0.011 -0.007 0.015
H -2.11814 3.44678 -3.91586 -0.011 0.011 -0.006
H -0.55918 0.35048 -6.39420 -0.003 0.010 -0.012
H -0.55116 -1.23152 -4.48230 -0.021 -0.003 -0.020
O 1.09961 -3.69364 -5.72553 0.003 0.067 -0.033
C 0.66245 -4.88388 -5.11187 -0.009 -0.084 -0.047
N 0.24243 -4.47655 -3.79156 0.013 0.014 0.017
C -0.48640 -5.29888 -3.00593 -0.113 0.032 -0.068
O -0.82621 -6.41409 -3.35032 0.035 -0.010 0.027
C -0.92584 -4.74291 -1.67921 0.009 0.076 0.031
C -1.39841 -5.61984 -0.71237 0.019 0.001 -0.028
C -1.85118 -5.10145 0.48627 -0.005 0.040 0.018
C -1.83116 -3.73008 0.67010 0.008 0.043 0.060
N -1.39638 -2.86970 -0.25766 0.053 -0.045 -0.102
C -0.94947 -3.38513 -1.41245 -0.048 -0.162 0.070
H 1.51515 -3.90650 -6.56707 0.010 0.006 0.030
H 1.46515 -5.62662 -5.05160 -0.003 0.026 -0.024
H -0.19231 -5.32741 -5.62810 0.019 -0.025 0.042
H 0.67034 -3.63895 -3.43354 0.041 -0.034 0.015
H -1.40920 -6.68095 -0.92353 0.003 -0.002 -0.011
H -2.22272 -5.74253 1.27263 0.001 0.001 0.004
H -2.17464 -3.29513 1.59815 -0.017 -0.025 0.006
H -0.64324 -2.66041 -2.15121 0.000 0.023 -0.010
```
Positions in Å, forces in eV/Å.

Summary:
2S+1: 1
Frontier orbital gap: 7.0 eV
HOMO: -10.51 eV
Net charge: +1
Largest force on an atom: 0.0071 Eh/bohr
Energy: -152853.32437 eV
Energy relative to the best compared isomer or geometry (same formula, charge and spin): 32.0 kJ/mol



4.
The following is a quantum chemistry calculation of 2 unconnected molecules or ions with the total composition C4H10N, from the Open Molecules 2025 dataset.

Geometry as XYZ:
```
15
Properties=species:S:1:pos:R:3:forces:R:3
C 0.11053 -1.16240 -0.29293 0.767 0.440 -1.671
N -0.51849 0.09008 -0.06889 -0.022 -1.311 2.413
C -0.13806 0.46648 1.27700 0.422 -0.293 -1.690
C 1.18128 -0.27834 1.60618 -0.236 -0.053 0.452
C 1.51110 -1.03886 0.31367 0.928 0.670 0.643
H -0.45181 -1.92196 0.28500 -0.307 0.147 0.154
H 0.10165 -1.45701 -1.34154 -0.366 0.058 0.012
H -3.78006 3.36696 -5.14880 0.120 0.003 -0.269
H -4.07073 3.35351 -4.47547 -0.120 -0.004 0.270
H -0.89957 0.07199 1.98166 -0.583 0.209 -0.408
H -0.22903 1.55335 1.31790 0.163 0.096 0.315
H 1.89185 0.45798 1.97306 0.284 -0.234 -0.123
H 1.04555 -1.05458 2.36134 -0.187 0.433 0.334
H 2.03115 -1.97243 0.51274 -0.447 -0.255 -0.068
H 2.21465 -0.47477 -0.30092 -0.415 0.092 -0.363
```
Positions in Å, forces in eV/Å.

Summary:
2S+1: 1
Frontier orbital gap: 7.5 eV
HOMO: -16.29 eV
Net charge: +1
Largest force on an atom: 0.0534 Eh/bohr
Energy: -5788.46356 eV
Energy relative to the best compared isomer or geometry (same formula, charge and spin): 520.5 kJ/mol